No. 1
# C2HClN2OS

An isolated molecule of C2HClN2OS at a distorted geometry (ωB97M-V/def2-TZVPD, the OMol25 dataset).

```
8
Properties=species:S:1:pos:R:3
C 0.37993 -0.11791 -0.04418
C -1.08996 -0.13475 -0.00321
H 2.56456 -0.81235 0.20679
N 0.73150 1.12527 -0.06069
N -1.52050 1.08195 0.01366
O -0.39229 1.87120 -0.04223
S 1.44853 -1.48862 -0.03386
Cl -2.12177 -1.52480 -0.03628
```

## Properties
SMILES: Sc1nonc1Cl
Energy relative to the best compared isomer or geometry (same formula, charge and spin): 39.1 kcal/mol
Highest occupied orbital energy: -9.885 eV
LUMO level: 0.4 eV
E: -1119.85514 a.u.

***

No. 2
# C2H4N4

An isolated molecule of C2H4N4 at a distorted geometry (ωB97M-V/def2-TZVPD, the OMol25 dataset).

```
10
Properties=species:S:1:pos:R:3
C -0.03490 -0.29968 1.83283
C 0.13430 -0.08090 -1.61758
N -0.30125 0.94439 1.79926
N 0.15386 -0.85859 0.59596
N -0.28306 1.32477 0.41177
N -0.02923 0.19404 -0.17030
H -0.04301 -0.74087 2.81210
H 0.30149 -1.14285 -1.81853
H -0.91075 0.12706 -2.00138
H 1.01255 0.53264 -1.84411
```

## Properties
SMILES: Cn1ncnn1
Energy relative to the best compared isomer or geometry (same formula, charge and spin): 50.8 kcal/mol
Highest occupied orbital energy: -10.718 eV
LUMO level: 0.9 eV
E: -297.56339 a.u.

***

No. 3
# C3H6NO2

A cluster of 2 separate species, C3H6NO2 in total at a distorted geometry (ωB97M-V/def2-TZVPD, the OMol25 dataset).

```
12
Properties=species:S:1:pos:R:3
C -0.80061 0.66264 -2.41097
C -0.62757 -0.23423 -1.34900
C 0.65878 -0.81591 2.50985
N -0.02010 -0.09080 -0.12183
O 0.24290 1.10209 0.41135
O 0.18950 -1.57024 1.60945
H -1.18569 0.33866 -3.31632
H -0.68230 1.78127 -2.40540
H -0.77796 -1.30031 -1.59689
H 1.72721 -0.74166 2.71416
H 0.06627 -0.25988 3.22926
H 1.20957 1.12838 0.72634
```

## Properties
Charge: +1
Energy relative to the best compared isomer or geometry (same formula, charge and spin): 151.6 kcal/mol
Highest occupied orbital energy (spin up / spin down): -14.284 / -14.232 eV
LUMO level (spin up / spin down): -8.1 / -8.1 eV
E: -322.63728 a.u.

***

No. 4
# C39H44Cl4N7NiO

A structure of composition C39H44Cl4N7NiO at a distorted geometry (ωB97M-V/def2-TZVPD, the OMol25 dataset).

```
96
Properties=species:S:1:pos:R:3
Ni -2.25577 1.55806 -2.37287
C -0.09800 -0.29534 0.68047
C -1.51374 -0.60320 0.18234
O -1.94630 -0.03451 -1.04800
H 0.68306 -0.94770 0.28999
H -0.09664 -0.51121 1.74888
H 0.20375 0.75193 0.66375
H -2.21630 -0.11895 0.86058
H -1.74150 -1.64730 0.39701
N 3.68638 -3.47107 -1.01511
C 4.56051 -3.78653 -2.06566
C 5.05820 -2.82920 -2.93923
C 4.63747 -1.50845 -2.89407
C 3.69924 -1.17354 -1.90611
C 3.35989 -2.15714 -0.91051
H 4.96981 -4.78449 -2.01157
H 5.69898 -3.14247 -3.75020
H 4.95239 -0.81870 -3.66315
H 3.30693 -0.16965 -1.83773
H 2.69321 -1.92951 -0.09189
N -1.93524 3.24283 -1.06557
C -2.10540 3.06713 0.29318
C -1.72195 3.95880 1.25413
C -1.19243 5.17679 0.79475
C -1.05358 5.44162 -0.58583
C -1.42352 4.44806 -1.44802
H -2.69200 2.23398 0.65115
H -1.72346 3.90222 2.33264
H -0.94251 5.99573 1.45299
H -0.67835 6.38401 -0.95663
H -1.42654 4.66855 -2.50528
N -0.43529 2.46472 3.80272
C -1.21306 1.34771 3.72084
C -1.24754 0.32268 4.66739
C -0.32619 0.40655 5.73510
C 0.62450 1.41054 5.70880
C 0.43218 2.47897 4.82350
H -1.77858 1.26515 2.80445
H -1.82926 -0.56122 4.45128
H -0.37852 -0.36757 6.48637
H 1.39348 1.35998 6.46544
H 1.05118 3.36380 4.80555
N -0.18729 1.25082 -3.01769
C 0.78486 2.09695 -2.61179
C 2.02618 2.21566 -3.20775
C 2.41364 1.34569 -4.19264
C 1.48836 0.33909 -4.54855
C 0.23020 0.26740 -3.95469
H 0.40911 2.82543 -1.90856
H 2.66953 3.06105 -3.01330
H 3.41761 1.42699 -4.58231
H 1.85183 -0.38443 -5.26325
H -0.37271 -0.55214 -4.31700
N -4.40555 1.86830 -1.81382
C -5.14781 3.06313 -2.01263
C -6.54158 3.06120 -1.86955
C -7.20915 1.95674 -1.41482
C -6.42713 0.80686 -1.12131
C -5.10678 0.80778 -1.35413
H -4.64012 3.91452 -2.44133
H -7.21879 3.87132 -2.09652
H -8.27137 1.89029 -1.23132
H -6.89031 -0.11657 -0.80641
H -4.49471 -0.06939 -1.20465
N -1.67981 -5.03733 -2.65473
C -0.75589 -5.57472 -3.48617
C 0.47670 -4.94318 -3.70863
C 0.72181 -3.69290 -3.11729
C -0.31037 -3.11383 -2.31955
C -1.51669 -3.82943 -2.14095
H -0.85272 -6.56302 -3.91076
H 1.27161 -5.35585 -4.31216
H 1.64335 -3.13387 -3.18558
H -0.17203 -2.25072 -1.68528
H -2.29516 -3.45884 -1.49054
N 4.54587 -0.96925 4.31803
C 3.72571 -1.51823 5.20581
C 2.37786 -1.74901 4.90815
C 1.86710 -1.42429 3.67139
C 2.73471 -0.77626 2.75646
C 4.06396 -0.62063 3.10682
H 4.05459 -1.86060 6.17588
H 1.72214 -2.21147 5.63104
H 0.82049 -1.44034 3.40543
H 2.40323 -0.35375 1.81945
H 4.86667 -0.25726 2.48231
C -1.64702 -4.83009 1.55017
Cl -0.00247 -4.15740 1.23450
Cl -1.71161 -6.45877 0.87143
H -1.71795 -4.77697 2.63656
H -2.42324 -4.23794 1.06545
C 2.37343 3.10964 1.40559
Cl 3.48735 3.11848 2.76766
Cl 2.87452 2.04901 0.09868
H 1.40910 2.85664 1.84620
H 2.22724 4.12342 1.03278
```

## Properties
Charge: +1
Energy relative to the best compared isomer or geometry (same formula, charge and spin): 46.6 kcal/mol
Highest occupied orbital energy (spin up / spin down): -10.926 / -10.762 eV
Spin multiplicity: 3
LUMO level (spin up / spin down): -2.9 / -3.7 eV
E: -5319.77909 a.u.

***

No. 5
# C4H10N2O

An isolated molecule of C4H10N2O at a distorted geometry (ωB97M-V/def2-TZVPD, the OMol25 dataset).

```
17
Properties=species:S:1:pos:R:3
N -1.06145 0.24516 -1.12960
C -0.24329 -0.16722 -0.01764
C 0.98885 -1.02430 -0.24801
C 0.52581 -2.38381 -0.79958
O 0.76583 -2.63816 -1.95225
C 0.19226 1.17586 0.79172
N -0.89724 2.00892 1.24796
H -1.02814 1.22828 -1.34981
H -1.34361 -0.30974 -1.91240
H -0.92469 -0.64399 0.71490
H 1.56920 -1.21135 0.66401
H 1.69784 -0.74973 -1.01887
H -0.19613 -2.95635 -0.15989
H 0.75521 0.74937 1.64799
H 0.90176 1.66406 0.10113
H -1.01101 2.01686 2.26524
H -0.69121 2.99615 1.15512
```

## Properties
SMILES: NC[C@@H](N)CC=O
Energy relative to the best compared isomer or geometry (same formula, charge and spin): 53.9 kcal/mol
Highest occupied orbital energy: -8.799 eV
LUMO level: 0.9 eV
E: -343.11560 a.u.

***

- E of number 4 (C39H44Cl4N7NiO)?
  -5319.77909 a.u.

***

- E of number 2 (C2H4N4)?
  -297.56339 a.u.

***

- What is the formula in the fourth record?
  C39H44Cl4N7NiO